(1)
The following is a DFT calculation (wB97M-V/def2-TZVPD) of C63H54As2Cl2CrN2O6P2S2 as an isolated structure.

Each line ends with the Löwdin spin population.
Cartesian coordinates (Å):
Cr -0.6265 -0.5619 0.2800  2.9365
C -1.3889 1.8667 4.0407  0.0002
As -0.5098 2.6990 2.4965  0.0021
C 1.0789 3.3303 3.4544  0.0003
C -1.5075 4.4222 2.5382  0.0007
C -1.9578 4.9296 3.7589  0.0001
C -2.7211 6.0838 3.8350  0.0000
C -3.0551 6.7617 2.6707  0.0000
C -2.6015 6.2811 1.4524  0.0000
C -1.8277 5.1224 1.3701  0.0000
As -1.1346 4.5142 -0.3681  0.0004
C 0.2362 5.9198 -0.5099  0.0001
C -2.4675 5.3506 -1.5439  0.0002
H -1.1928 2.4075 4.9662  0.0001
H -0.9958 0.8539 4.1207  0.0000
H -2.4625 1.8144 3.8580  0.0000
H 0.8155 3.9024 4.3457  0.0000
H 1.7000 3.9327 2.7916  0.0000
H 1.6610 2.4514 3.7338  0.0001
H -1.7093 4.4149 4.6780  0.0000
H -3.0577 6.4474 4.7990  0.0000
H -3.6624 7.6586 2.7103  0.0000
H -2.8572 6.8214 0.5488  0.0000
H -0.1811 6.8960 -0.2575  0.0000
H 0.6314 5.9384 -1.5262  0.0000
H 1.0554 5.6910 0.1731  0.0000
H -2.3685 6.4363 -1.5885  0.0000
H -3.4600 5.0704 -1.1921  0.0000
H -2.3301 4.9374 -2.5427  0.0000
O -3.5273 2.3205 -0.5712  0.0098
C -2.7117 1.4584 -0.8811  0.0071
O -1.7905 1.0276 -0.1081  0.0429
C -2.8051 0.9017 -2.3091  0.0010
C -3.9505 1.2374 -3.0279  0.0004
C -4.1097 0.8528 -4.3474  -0.0004
C -3.0981 0.1484 -4.9875  -0.0001
C -1.9494 -0.1821 -4.2907  -0.0015
C -1.7988 0.1681 -2.9478  -0.0026
P -0.2677 -0.2608 -2.0477  -0.0128
C 0.4152 -1.7545 -2.8407  -0.0006
C 1.7962 -1.9505 -2.7779  -0.0008
C 2.3536 -3.1468 -3.2020  0.0005
C 1.5375 -4.1594 -3.6882  -0.0023
C 0.1631 -3.9779 -3.7338  0.0017
C -0.3996 -2.7862 -3.2996  0.0014
C 0.8794 1.0585 -2.5739  -0.0008
C 1.4094 1.0601 -3.8641  -0.0011
C 2.3236 2.0306 -4.2417  0.0004
C 2.7197 3.0067 -3.3334  -0.0003
C 2.1792 3.0244 -2.0582  0.0007
C 1.2576 2.0554 -1.6833  0.0017
H -4.7007 1.8289 -2.5216  0.0000
H -5.0160 1.1122 -4.8814  0.0000
H -3.1999 -0.1397 -6.0268  0.0000
H -1.1621 -0.7308 -4.7914  -0.0001
H 2.4335 -1.1691 -2.3767  0.0002
H 3.4234 -3.2956 -3.1252  0.0002
H 1.9707 -5.1025 -3.9979  -0.0001
H -0.4814 -4.7806 -4.0696  0.0002
H -1.4761 -2.6783 -3.2829  0.0006
H 1.1337 0.2844 -4.5689  -0.0001
H 2.7518 2.0065 -5.2365  0.0000
H 3.4747 3.7321 -3.6102  0.0000
H 2.5015 3.7600 -1.3325  0.0000
H 0.8437 2.0769 -0.6832  0.0011
Cl -4.6817 -4.2202 -0.6230  0.0002
C -5.1523 -2.7318 0.1330  0.0000
C -5.3028 -1.6177 -0.6706  0.0000
C -5.7299 -0.4173 -0.1307  0.0001
C -6.0331 -0.3456 1.2170  0.0000
C -5.8656 -1.4676 2.0048  0.0001
Cl -6.2721 -1.3439 3.7085  0.0000
C -5.3758 -2.6815 1.5123  0.0001
N -5.1767 -3.7877 2.3491  0.0000
C -3.8851 -4.4367 2.3830  0.0005
C -3.8462 -5.7942 2.0906  0.0014
C -2.6479 -6.4863 2.0833  0.0002
C -1.4669 -5.8122 2.3681  0.0009
C -1.5108 -4.4688 2.6949  0.0015
C -2.7137 -3.7640 2.7234  0.0007
C -2.6672 -2.3109 3.1380  0.0000
C -2.0114 -1.4696 2.0733  0.0096
O -0.9175 -0.8741 2.3179  -0.0057
O -2.5071 -1.4039 0.9203  0.0084
H -5.0673 -1.7006 -1.7235  0.0000
H -5.8045 0.4682 -0.7439  0.0000
H -6.3642 0.5801 1.6660  0.0000
H -5.5230 -3.6028 3.2798  0.0000
H -4.7760 -6.2840 1.8301  0.0000
H -2.6323 -7.5408 1.8368  0.0000
H -0.5134 -6.3229 2.3192  0.0002
H -0.5917 -3.9359 2.9177  0.0009
H -2.0706 -2.2124 4.0444  -0.0002
H -3.6601 -1.9117 3.3373  0.0003
S 5.5341 4.2006 1.6168  -0.0009
P 4.3535 2.6557 0.9513  -0.0015
S 1.6077 0.0362 0.6938  -0.0037
C 4.9637 2.2032 -0.7505  0.0000
C 5.8038 3.0456 -1.4706  0.0000
C 6.1681 2.7473 -2.7829  0.0000
C 5.7058 1.5925 -3.3969  0.0000
C 4.8620 0.7400 -2.6898  0.0001
C 4.4892 1.0495 -1.3907  0.0008
C 4.9588 1.1632 1.8813  -0.0008
C 4.4467 1.0075 3.1711  -0.0003
C 4.8212 -0.0557 3.9769  0.0001
C 5.7226 -1.0040 3.5053  -0.0001
C 6.2431 -0.8642 2.2270  0.0000
C 5.8651 0.2092 1.4256  -0.0001
H 6.1715 3.9379 -0.9744  0.0000
H 6.8231 3.4216 -3.3246  0.0000
H 5.9992 1.3536 -4.4133  0.0000
H 4.4837 -0.1611 -3.1620  0.0000
H 3.8094 0.3919 -0.8574  0.0009
H 3.7412 1.7431 3.5408  0.0001
H 4.4007 -0.1537 4.9713  0.0000
H 6.0100 -1.8445 4.1263  0.0000
H 6.9456 -1.5972 1.8450  0.0000
H 6.2882 0.2997 0.4320  0.0000
O 2.3105 -1.5385 0.8488  0.1101
C 1.5219 -2.5428 0.5056  0.2020
N 0.2075 -2.3695 0.2448  0.0046
C -0.3252 -3.5912 -0.2322  0.1041
O -1.4647 -3.7539 -0.6671  0.1905
C 0.7658 -4.5561 -0.1440  0.1208
C 0.8206 -5.9087 -0.4723  0.0021
C 2.0265 -6.5710 -0.3568  0.0839
C 3.1923 -5.8863 0.0826  0.0337
C 3.1545 -4.5533 0.4175  0.0395
C 1.9242 -3.8808 0.3086  0.1010
H -0.0736 -6.4179 -0.8151  -0.0014
H 2.0925 -7.6236 -0.6069  0.0061
H 4.1282 -6.4287 0.1522  0.0006
H 4.0416 -4.0290 0.7526  0.0017

Cartesian forces (eV/Å) of the 3 atoms listed first:
Cr -0.607 0.014 0.724
C 0.002 -0.081 0.009
As 0.100 0.239 -0.198

Properties
E in eV: -296871.02402
Expectation value of S²: 6.069
2S+1: 5
Total charge: -2
HOMO energy (alpha / beta) in Eh: -0.0510 / -0.0589
Relative energy (zero: lowest compared OMol25 entry of this formula, charge and spin) in kcal/mol: 41.6
E_LUMO (alpha / beta) in Eh: 0.134 / 0.134

---

(2)
The following is a DFT calculation (wB97M-V/def2-TZVPD) of an isolated ion of composition C4H8NO and charge +1 in a non-equilibrium geometry.

Each line ends with the natural charge from an NBO analysis.
Cartesian coordinates (Å):
C -1.0053 -0.3386 -1.5929  -0.0231
C -0.4278 0.2224 -0.3129  0.1241
C 0.5699 1.3571 -0.4620  -0.6746
C 0.4554 -1.1314 1.5260  -0.2847
N -1.2357 -1.5034 -1.3602  0.2344
O -0.0009 -1.0952 0.1533  -0.4281
H -1.3745 0.2387 -2.5236  0.3524
H -1.2185 0.4926 0.3127  0.2377
H 1.6918 1.1835 -0.5840  0.2704
H 0.5770 1.9612 0.3816  0.2525
H 0.1990 2.0129 -1.1322  0.2444
H -0.1455 -1.8054 2.1910  0.2452
H 0.3293 -0.1392 1.9936  0.2082
H 1.5858 -1.4552 1.4096  0.2413

Cartesian forces (eV/Å) of the 3 atoms listed first:
C -1.364 2.361 -1.464
C 2.513 -0.439 -0.776
C 2.585 -2.556 1.532

Properties
E in eV: -7802.58166
Total charge: +1
HOMO energy in Eh: -0.5894
Relative energy (zero: lowest compared OMol25 entry of this formula, charge and spin) in kcal/mol: 127.3
E_LUMO in Eh: -0.287

---

(3)
The following is a DFT calculation (wB97M-V/def2-TZVPD) of C21H25ClCrN2PS as an isolated structure in a non-equilibrium geometry.

Each line ends with the Löwdin spin population.
Cartesian coordinates (Å):
Cr -0.2636 -0.2119 0.0011  3.4787
Cl -1.8801 -1.6929 -0.4362  -0.0962
P 1.7734 -1.5606 -0.1614  -0.1295
C 2.7948 -1.5554 1.3546  -0.0123
C 4.1335 -1.1265 1.3757  -0.0100
C 4.8713 -1.2080 2.5567  -0.0006
C 4.2747 -1.6595 3.7372  -0.0146
C 2.9168 -1.9939 3.7378  0.0011
C 2.1726 -1.9311 2.5611  -0.0067
C 1.3216 -3.3049 -0.4295  -0.0401
C 0.6809 -3.6133 -1.6414  -0.0176
C 0.2052 -4.8986 -1.8750  -0.0076
C 0.3917 -5.9029 -0.9193  -0.0479
C 1.0629 -5.6081 0.2681  -0.0018
C 1.5390 -4.3183 0.5131  -0.0332
C 2.9560 -1.2484 -1.5032  -0.0180
C 2.6978 -0.2122 -2.4178  0.0053
C 3.6271 0.0610 -3.4212  0.0011
C 4.8018 -0.6893 -3.5303  0.0003
C 5.0322 -1.7473 -2.6458  -0.0015
C 4.1101 -2.0358 -1.6398  -0.0049
H 0.5369 -2.8366 -2.3933  -0.0003
H -0.3169 -5.1162 -2.8037  0.0004
H 0.0323 -6.9141 -1.1098  -0.0020
H 1.2238 -6.3826 1.0174  0.0003
H 2.0862 -4.1121 1.4306  -0.0010
H 4.6082 -0.7494 0.4693  -0.0004
H 5.9216 -0.9242 2.5441  0.0001
H 4.8644 -1.7324 4.6542  -0.0006
H 2.4398 -2.3207 4.6590  0.0003
H 1.1137 -2.2014 2.5748  0.0013
H 1.7812 0.3785 -2.3395  0.0050
H 3.4422 0.8727 -4.1233  0.0001
H 5.5314 -0.4680 -4.3122  0.0000
H 5.9345 -2.3480 -2.7239  -0.0005
H 4.2906 -2.8587 -0.9469  0.0002
H 1.0979 0.5249 0.7449  0.0205
H 1.1695 0.7326 -0.1057  0.0226
C -4.9891 2.7774 1.2764  -0.0009
N -3.9811 2.0512 0.4865  -0.0155
C -2.7369 2.5878 0.3201  -0.0034
S -1.3327 1.7909 0.9213  -0.0579
N -2.6307 3.8275 -0.1864  -0.0098
C -3.7013 4.6526 -0.7651  -0.0010
H -4.7108 3.8266 1.3993  0.0000
H -5.0963 2.3246 2.2697  -0.0005
H -5.9566 2.7211 0.7638  -0.0004
H -3.9777 1.0382 0.6108  0.0001
H -1.6865 4.2023 -0.1535  0.0006
H -3.8087 5.5907 -0.2036  -0.0004
H -3.4351 4.9166 -1.7941  -0.0007
H -4.6602 4.1300 -0.7712  0.0000

Cartesian forces (eV/Å) of the 3 atoms listed first:
Cr -3.064 -1.167 -0.342
Cl 0.981 1.028 0.233
P 2.252 -2.891 -0.241

Properties
E in eV: -86214.29877
Expectation value of S²: 4.226
2S+1: 4
Total charge: +2
HOMO energy (alpha / beta) in Eh: -0.5344 / -0.5393
E_LUMO (alpha / beta) in Eh: -0.366 / -0.284

---

(4)
The following is a DFT calculation (wB97M-V/def2-TZVPD) of C26H24Br4EuN2O3S as an isolated structure.

Each line ends with the Löwdin spin population.
Cartesian coordinates (Å):
Eu -0.3409 0.0387 0.0510  7.0216
C -0.8062 -3.2933 -2.1929  0.0007
C -0.9991 -1.8105 -2.3454  0.0003
C 0.0366 -1.0111 -2.8396  -0.0007
C -0.1379 0.3561 -3.0451  0.0006
C 0.9678 1.2205 -3.5813  0.0009
C -1.3765 0.9237 -2.7399  -0.0004
C -2.4210 0.1622 -2.2231  0.0004
C -3.7307 0.8086 -1.8696  0.0010
C -2.2134 -1.2074 -2.0247  -0.0003
H 0.2118 -3.5247 -1.8781  0.0001
H -0.9849 -3.8115 -3.1369  0.0001
H -1.4967 -3.7081 -1.4582  0.0001
H 0.9947 -1.4682 -3.0603  0.0001
H 0.8224 1.4141 -4.6454  0.0002
H 1.9397 0.7400 -3.4653  0.0000
H 0.9845 2.1796 -3.0616  0.0001
H -1.5115 1.9927 -2.8560  0.0000
H -4.3222 1.0074 -2.7650  0.0002
H -3.5583 1.7566 -1.3592  0.0002
H -4.3170 0.1753 -1.2052  0.0001
H -3.0178 -1.8094 -1.6147  0.0005
O -0.1301 -2.5571 0.9759  0.0000
C 1.1957 -3.0701 1.0246  0.0005
C 2.1859 -1.9403 0.8991  -0.0001
C 3.1857 -1.7607 1.8410  0.0006
C 4.0916 -0.7241 1.6694  0.0003
C 3.9783 0.0950 0.5628  0.0008
C 2.9442 -0.1528 -0.3268  0.0010
N 2.0741 -1.1505 -0.1765  -0.0028
H -0.7862 -3.2452 1.1569  0.0003
H 1.3639 -3.7770 0.2039  0.0001
H 1.3612 -3.5986 1.9661  0.0001
H 3.2417 -2.4054 2.7073  0.0000
H 4.8640 -0.5501 2.4059  0.0000
H 4.6440 0.9295 0.3965  0.0000
H 2.7980 0.4756 -1.1999  0.0007
Br 3.4232 5.2836 3.4292  0.0000
C 2.2432 4.3846 2.2618  0.0003
C 1.6110 5.0471 1.2343  0.0003
Br 1.9040 6.8896 0.9464  0.0000
C 0.7374 4.3317 0.3887  0.0000
Br -0.1565 5.1865 -1.0509  0.0000
C 0.4634 2.9830 0.5413  0.0008
O -0.3539 2.3139 -0.2205  -0.0139
C 1.1280 2.2797 1.6389  0.0006
O 0.8743 1.0168 1.8382  -0.0117
C 1.9994 3.0085 2.4390  0.0000
Br 2.8336 2.0277 3.8393  0.0000
S -2.7005 -0.1170 1.8343  -0.0043
C -1.9870 1.0633 2.8391  -0.0002
N -1.3631 0.7004 3.9806  -0.0002
C -0.6775 1.5470 4.7920  0.0003
C -0.6314 2.8713 4.5056  0.0000
C -1.2994 3.3203 3.3488  0.0004
C -1.9764 2.4487 2.5455  0.0003
H -1.3258 -0.2950 4.1531  0.0000
H -0.1850 1.0737 5.6272  0.0000
H -0.0607 3.5431 5.1276  0.0000
H -1.2492 4.3684 3.0814  0.0000
H -2.4489 2.7636 1.6274  0.0001

Cartesian forces (eV/Å) of the 3 atoms listed first:
Eu -0.286 -0.496 -0.034
C 0.018 -0.055 0.092
C 0.023 0.081 -0.112

Properties
E in eV: -346811.68823
Expectation value of S²: 15.760
2S+1: 8
HOMO energy (alpha / beta) in Eh: -0.2347 / -0.2388
Relative energy (zero: lowest compared OMol25 entry of this formula, charge and spin) in kcal/mol: 0.0
E_LUMO (alpha / beta) in Eh: -0.002 / -0.002

---

Which value of E does entry 4 give?
-346811.68823 eV

---

Which of these has the highest E?
C4H8NO

---

The lowest E belongs to which entry?
C26H24Br4EuN2O3S